DFT (ωB97M-V/def2-TZVPD) results for CH3NO2S as an isolated structure at a distorted geometry.

Element x y z (Å)
S: 0.7869 1.0484 -0.5464
C: -0.4972 -0.9061 -0.4408
H: -1.2617 -0.2109 -0.1727
N: 0.4465 0.7010 1.1812
H: -0.3101 -1.2676 -1.3714
O: -0.0201 2.1691 -0.8043
H: -0.3887 -1.6606 0.2732
O: 1.2444 0.1267 1.8813

- LUMO (eV) = -0.7
- HOMO-LUMO gap (eV) = 8.39
- charge = 0
- DFT total energy (eV) = -17500.5502
- largest force on an atom (eV Å⁻¹) = 5.5

***

DFT (ωB97M-V/def2-TZVPD) results for one molecule with the formula CH3NO2S2 at a distorted geometry.

Element x y z (Å)
O: 1.8684 0.0981 -0.2644
O: 0.4521 1.7421 -0.2102
N: 0.5526 0.5580 -0.3123
S: -0.1323 -2.1049 -0.3862
S: -2.2480 0.4226 -0.3659
H: 2.5320 0.7220 0.1337
H: -2.2564 1.2983 0.6475
C: -0.2753 -0.4232 -0.2578
H: -0.4931 -2.3130 1.0157

- LUMO (eV) = 0.1
- HOMO-LUMO gap (eV) = 9.13
- charge = 0
- DFT total energy (eV) = -28335.8848
- largest force on an atom (eV Å⁻¹) = 5.3

***

DFT (ωB97M-V/def2-TZVPD) results for one molecule with the formula CH3NO3 at a distorted geometry.

Element x y z (Å)
O: 1.6655 1.0756 -0.4742
O: 1.4352 -1.0177 0.1103
O: -1.1489 -0.2345 0.9637
H: -0.6273 -0.2567 -1.1887
C: -0.4193 0.2464 -0.1120
H: -1.3557 -1.2079 1.0351
N: 1.0428 0.1053 -0.1414
H: -0.5923 1.2895 -0.1928

- LUMO (eV) = 0.0
- HOMO-LUMO gap (eV) = 11.23
- SMILES = O=[N+]([O-])CO
- charge = 0
- DFT total energy (eV) = -8714.6334
- largest force on an atom (eV Å⁻¹) = 3.8

***

DFT (ωB97M-V/def2-TZVPD) results for one molecule with the formula CH3NO3 at a distorted geometry.

Element x y z (Å)
C: 1.7224 0.4661 0.3402
H: -2.2594 0.2188 -0.8103
H: 1.6987 0.8221 1.3945
O: -0.7426 -0.1526 0.5244
H: -1.6062 -1.2736 -0.6893
N: -1.9080 -0.4959 -0.1053
O: 2.6735 0.3151 -0.2896
O: 0.4216 0.1000 -0.3645

- LUMO (eV) = 1.0
- HOMO-LUMO gap (eV) = 11.33
- SMILES = NOOC=O
- charge = 0
- DFT total energy (eV) = -8713.2357
- largest force on an atom (eV Å⁻¹) = 4.3

***

DFT (ωB97M-V/def2-TZVPD) results for a 2-piece molecular cluster, CH3NO3 overall at a distorted geometry.

Element x y z (Å)
O: -1.2590 -0.6982 0.8690
O: 0.9335 2.3214 -1.2836
H: 0.4428 -1.2078 0.3542
H: -0.8464 -0.5606 1.7559
H: -1.8199 -0.0876 0.4999
O: 1.0600 -1.0355 -0.2990
C: 0.9436 1.1905 -1.0075
N: 0.5454 0.0780 -0.8890

- LUMO (eV) = 0.2
- HOMO-LUMO gap (eV) = 10.25
- SMILES = O=C=NO.O
- charge = 0
- DFT total energy (eV) = -8715.2296
- largest force on an atom (eV Å⁻¹) = 5.1

***

DFT (ωB97M-V/def2-TZVPD) results for a 2-piece molecular cluster, CH3NO3S overall at a distorted geometry.

Element x y z (Å)
H: 0.1135 -1.2049 -2.5553
C: -0.5549 -0.5321 -2.1882
N: 0.6105 0.5805 2.1094
O: -0.4682 0.0242 -1.1142
H: 0.1865 -0.2326 0.5748
S: -0.7704 1.2970 1.8605
H: -1.4277 -0.2761 -2.9221
O: 0.8257 -0.4981 1.3029
O: 1.4849 0.8422 2.9320

- LUMO (spin up / spin down) (eV) = -0.5 / -0.5
- HOMO-LUMO gap (spin up / spin down) (eV) = 8.89 / 8.89
- SMILES = [O-][N+](O)=S.C=O
- charge = 0
- DFT total energy (eV) = -19548.6270
- largest force on an atom (eV Å⁻¹) = 4.7

***

DFT (ωB97M-V/def2-TZVPD) results for one molecule with the formula CH3NO3S at a distorted geometry.

Element x y z (Å)
H: -1.3294 0.6784 1.4436
H: -0.0881 -0.8628 -1.2564
S: -1.7162 0.2390 0.1782
C: 0.7704 0.6501 -0.0056
O: -2.4416 -0.9890 0.2091
N: -0.1920 -0.2229 -0.4238
H: 1.8162 0.2786 -0.0102
O: 0.4056 1.7457 0.3230
O: -2.3486 1.3178 -0.4804

- LUMO (eV) = 0.5
- HOMO-LUMO gap (eV) = 11.57
- SMILES = O=CN[SH](=O)=O
- charge = 0
- DFT total energy (eV) = -19551.7862
- largest force on an atom (eV Å⁻¹) = 1.9

***

DFT (ωB97M-V/def2-TZVPD) results for CH3NO3S as an isolated structure at a distorted geometry.

Element x y z (Å)
N: 0.4069 -0.0089 -0.7479
O: 1.7476 -1.4039 0.4079
C: 1.5969 -0.5271 -0.4177
H: -0.6144 -0.7997 1.3844
H: 2.4282 -0.0466 -0.9558
S: -0.7765 -0.6862 0.0168
O: -1.3610 -1.8742 -0.4866
O: -1.8659 0.4775 0.1307
H: -1.9886 1.0383 -0.6472

- LUMO (eV) = 0.4
- HOMO-LUMO gap (eV) = 10.75
- charge = 0
- DFT total energy (eV) = -19551.3465
- largest force on an atom (eV Å⁻¹) = 2.0

***

DFT (ωB97M-V/def2-TZVPD) results for one molecule with the formula CH3NO4S at a distorted geometry.

Element x y z (Å)
O: -3.7641 0.0043 1.0298
H: -0.2846 -0.2448 -1.5163
C: 0.1784 -1.0109 -0.8089
H: 0.2530 -2.0605 -1.1391
H: 1.2415 -0.7772 -0.4368
N: -3.4641 0.2999 -0.0781
O: -3.9506 1.1356 -0.8202
O: -1.1635 -2.3202 0.8959
S: -0.9598 -0.9428 0.5908
O: -2.2010 -0.1737 -0.4680

- LUMO (spin up / spin down) (eV) = 0.3 / -3.7
- 2S+1 = 3
- HOMO-LUMO gap (spin up / spin down) (eV) = 6.78 / 7.39
- expectation value of S² = 2.0101
- charge = 0
- DFT total energy (eV) = -21591.3014
- largest force on an atom (eV Å⁻¹) = 4.8

***

DFT (ωB97M-V/def2-TZVPD) results for one molecule with the formula CH3NO4S2 at a distorted geometry.

Element x y z (Å)
S: 1.1207 -0.9958 0.8220
H: -2.1591 -1.6437 -0.1362
H: 1.7829 1.3961 0.1991
O: -1.6272 0.1290 -0.3629
H: 0.9033 0.5784 -1.0493
C: 0.8232 0.7552 -0.0205
O: 2.2753 -1.5003 0.2678
S: -0.7832 1.4802 0.4654
O: -0.8691 2.6399 -0.3737
O: -0.0982 -1.7363 -0.0736
N: -1.3685 -1.1028 0.2618

- LUMO (eV) = 0.4
- HOMO-LUMO gap (eV) = 10.28
- charge = 0
- DFT total energy (eV) = -32430.3034
- largest force on an atom (eV Å⁻¹) = 6.3

***

DFT (ωB97M-V/def2-TZVPD) results for a 2-piece molecular cluster, CH3NO5 overall at a distorted geometry.

Element x y z (Å)
O: -1.9143 1.1183 0.9067
O: 0.6588 -0.9165 1.2577
H: 0.9864 -0.2439 1.8072
H: -1.1348 -0.7494 -1.4799
C: 0.7909 -0.4174 0.0606
H: 1.7599 1.2077 -0.8758
N: -1.2231 0.5228 0.0742
O: 0.4679 -1.0747 -0.9161
O: -1.8772 -0.2126 -0.8697
O: 1.4855 0.7656 0.0351

- LUMO (eV) = 0.0
- HOMO-LUMO gap (eV) = 10.32
- SMILES = O=C(O)O.O=NO
- charge = 0
- DFT total energy (eV) = -12809.9125
- largest force on an atom (eV Å⁻¹) = 4.5

***

DFT (ωB97M-V/def2-TZVPD) results for a 2-piece molecular cluster, CH3NOS overall at a distorted geometry.

Element x y z (Å)
N: 1.3174 0.5903 -0.8916
H: -1.6987 0.1665 1.2736
S: 2.2144 -0.2978 -0.1245
H: 3.6948 0.4184 -0.0961
C: -1.7954 -0.2052 0.2774
O: -2.6889 -0.8581 -0.1540
H: -1.0435 0.1858 -0.2847

- LUMO (eV) = -1.4
- HOMO-LUMO gap (eV) = 8.15
- charge = 0
- DFT total energy (eV) = -15454.0550
- largest force on an atom (eV Å⁻¹) = 3.6

***

DFT (ωB97M-V/def2-TZVPD) results for one molecule with the formula CH3NOS at a distorted geometry.

Element x y z (Å)
N: -1.1293 0.5054 -0.0635
H: 1.6673 -1.3890 -0.0292
S: -2.6253 -0.2180 -0.0158
H: 1.8556 0.3358 -0.1063
C: 1.0955 -0.4395 0.0251
H: -2.9077 0.8784 0.6269
O: -0.1939 -0.4290 -0.0077

- LUMO (spin up / spin down) (eV) = 0.1 / 0.4
- HOMO-LUMO gap (spin up / spin down) (eV) = 7.87 / 8.56
- charge = 0
- DFT total energy (eV) = -15452.8464
- largest force on an atom (eV Å⁻¹) = 3.0

***

DFT (ωB97M-V/def2-TZVPD) results for a 2-piece molecular cluster, CH3NOS2 overall at a distorted geometry.

Element x y z (Å)
H: 0.8436 2.2610 -0.4711
H: -0.3183 -1.4415 0.3024
O: -1.1391 -1.1700 0.6557
H: -2.7243 -0.7628 -0.6241
S: 2.0148 -0.9974 0.2798
S: -1.5107 -0.0604 -0.5377
C: 1.5332 0.4995 0.1841
N: 1.3008 1.6716 0.2108

- LUMO (eV) = 0.2
- HOMO-LUMO gap (eV) = 9.38
- SMILES = N=C=S.OS
- charge = 0
- DFT total energy (eV) = -26292.0184
- largest force on an atom (eV Å⁻¹) = 2.8

***

DFT (ωB97M-V/def2-TZVPD) results for one molecule with the formula CH3NOS2 at a distorted geometry.

Element x y z (Å)
S: -1.2269 -1.1597 -0.1330
O: 0.2747 -1.4360 0.7184
H: 0.0259 1.4036 -1.2367
N: 1.5806 -1.5138 0.3750
S: -1.4704 0.6220 0.5900
H: -0.5198 2.7222 0.0845
C: -0.4829 1.7453 -0.2635
H: 1.8188 -2.3836 -0.1346

- LUMO (spin up / spin down) (eV) = 0.3 / -1.1
- 2S+1 = 3
- HOMO-LUMO gap (spin up / spin down) (eV) = 8.25 / 8.42
- expectation value of S² = 2.0108
- charge = 0
- DFT total energy (eV) = -26287.6969
- largest force on an atom (eV Å⁻¹) = 3.8

***

DFT (ωB97M-V/def2-TZVPD) results for an isolated ion of composition CH3O2 and charge -1 at a distorted geometry.

Element x y z (Å)
C: -0.4222 -0.0654 -0.2324
H: -0.0818 -0.7055 -1.0732
O: -0.8141 -0.7292 0.8741
O: 1.0703 0.7659 -0.4458
H: 1.5899 0.0097 -0.3238
H: -1.0239 0.7940 -0.6352

- LUMO (eV) = 5.0
- HOMO-LUMO gap (eV) = 7.90
- SMILES = [O-]CO
- charge = -1
- DFT total energy (eV) = -5179.6250
- largest force on an atom (eV Å⁻¹) = 3.8

***

DFT (ωB97M-V/def2-TZVPD) results for a 2-piece molecular cluster, CH3O2PS overall at a distorted geometry.

Element x y z (Å)
P: -0.5607 -0.1744 -1.8734
H: -1.7403 -0.5128 -1.4529
H: -0.8613 1.1186 -1.9228
H: -0.8053 -0.8658 0.6213
O: 2.0141 -0.8942 1.8270
C: -0.2855 -0.0454 -0.0710
S: 1.9998 0.4436 2.4113
O: 0.2390 0.9304 0.4605

- LUMO (spin up / spin down) (eV) = -1.0 / -1.0
- HOMO-LUMO gap (spin up / spin down) (eV) = 7.62 / 7.63
- SMILES = O=CP.O=S
- charge = 0
- DFT total energy (eV) = -25300.7684
- largest force on an atom (eV Å⁻¹) = 3.5

***

DFT (ωB97M-V/def2-TZVPD) results for a 2-piece molecular cluster, CH3O2S overall at a distorted geometry.

Element x y z (Å)
C: -0.4394 -1.1035 -0.9683
O: -0.9564 0.1033 -0.7935
O: -1.0623 -2.0146 -1.4574
H: -0.3306 0.4754 -0.0295
H: 1.3085 2.1049 0.4915
S: 1.0817 1.2950 1.4929
H: 0.5010 -1.3894 -0.5316

- LUMO (eV) = 4.1
- HOMO-LUMO gap (eV) = 7.56
- charge = -1
- DFT total energy (eV) = -16017.4824
- largest force on an atom (eV Å⁻¹) = 2.5

***

DFT (ωB97M-V/def2-TZVPD) results for CH3O2S as an isolated structure at a distorted geometry.

Element x y z (Å)
S: -0.2623 -1.6266 -1.8714
H: -0.2825 -0.5498 0.8403
H: -0.6774 0.7469 -0.3613
O: -0.0588 -0.7826 -3.0698
O: 0.8551 -2.5579 -1.5987
C: -0.0616 -0.1115 -0.1198
H: 0.9917 0.1348 -0.2169

- LUMO (eV) = 4.3
- HOMO-LUMO gap (eV) = 6.91
- charge = -1
- DFT total energy (eV) = -16015.8254
- largest force on an atom (eV Å⁻¹) = 2.1

***

DFT (ωB97M-V/def2-TZVPD) results for CH3O2S as an isolated structure at a distorted geometry.

Element x y z (Å)
S: -0.9143 1.1361 -0.5863
O: -1.3898 1.9749 0.6807
O: -0.1099 -1.5782 0.1558
H: 1.1085 -0.0291 -0.4738
H: 0.1429 0.6065 0.7097
C: 0.2143 0.0286 -0.1356
H: 0.9483 -2.1388 -0.3505

- LUMO (eV) = 4.0
- HOMO-LUMO gap (eV) = 6.18
- charge = -1
- DFT total energy (eV) = -16012.0659
- largest force on an atom (eV Å⁻¹) = 6.4